[1]
Molecular formula: C51H129N7O9S3
Method: DFT, ωB97M-V with the def2-TZVPD basis set

Each line ends with the Mulliken charge.
CARTESIAN COORDINATES (ANGSTROEM)
C (1.421, -0.670, -0.998)  0.4231
C (0.878, -1.552, 0.122)  0.6128
O (-0.539, -1.338, 0.191)  -0.4782
S (-1.152, 0.030, 0.876)  1.2275
C (-1.113, -0.591, 2.596)  -0.4318
O (-0.207, 1.126, 0.782)  -0.3390
O (-2.476, 0.137, 0.352)  -0.4939
H (2.500, -0.514, -0.909)  0.3628
H (1.058, 0.349, -0.876)  -0.7325
H (1.158, -0.992, -2.005)  -0.2714
H (0.952, -2.635, 0.025)  0.2743
H (1.338, -1.314, 1.087)  -0.4738
H (-1.734, -1.469, 2.744)  0.5070
H (-1.606, 0.206, 3.160)  -0.0225
H (-0.083, -0.660, 2.934)  -0.3419
C (1.569, -0.335, 6.374)  -1.2284
C (0.602, -1.511, 6.262)  0.1844
O (-0.679, -1.311, 6.860)  -0.3218
S (-1.880, -2.386, 6.634)  1.0499
C (-2.922, -1.650, 7.870)  -0.7982
O (-2.414, -2.146, 5.311)  -0.4602
O (-1.416, -3.694, 7.013)  -0.6646
H (2.548, -0.579, 5.979)  0.2569
H (1.691, -0.048, 7.420)  0.4040
H (1.015, 0.477, 5.898)  0.3463
H (0.439, -1.800, 5.217)  -0.1067
H (1.025, -2.423, 6.699)  0.4417
H (-2.410, -1.618, 8.821)  0.3776
H (-3.813, -2.265, 7.729)  0.4032
H (-3.174, -0.676, 7.455)  0.1480
C (-1.932, 0.972, -2.734)  0.5209
C (-3.432, 0.995, -2.868)  -0.5077
O (-3.896, 2.014, -3.774)  -0.1994
S (-5.190, 1.591, -4.680)  1.0317
C (-5.852, 3.236, -5.016)  -0.9154
O (-4.695, 1.016, -5.900)  -0.6143
O (-6.058, 0.843, -3.794)  -0.5142
H (-1.551, 0.054, -2.287)  0.1425
H (-1.379, 1.819, -2.344)  -0.3899
H (-1.476, 0.911, -3.733)  -0.0388
H (-3.768, -0.006, -3.141)  0.5004
H (-3.949, 1.207, -1.930)  0.0426
H (-6.475, 3.468, -4.157)  0.3175
H (-6.489, 3.106, -5.886)  0.3570
H (-4.971, 3.861, -5.116)  0.3262
C (-6.171, -0.530, 1.521)  -0.1515
C (-7.511, 0.203, 1.286)  -0.9873
N (-8.405, -0.367, 0.310)  0.1697
C (-9.203, -1.554, 0.647)  -0.7818
C (-8.415, -2.853, 0.692)  -1.1855
C (-8.017, -0.140, -1.088)  -0.1245
C (-9.088, -0.580, -2.062)  -1.5687
H (-6.179, -1.500, 1.028)  0.4960
H (-5.873, -0.683, 2.558)  0.0270
H (-5.352, 0.055, 1.095)  -0.2536
H (-8.062, 0.228, 2.234)  0.2228
H (-7.362, 1.268, 1.093)  0.2716
H (-9.654, -1.385, 1.630)  0.3831
H (-10.078, -1.505, 0.004)  0.5244
H (-9.178, -3.641, 0.763)  0.3884
H (-7.677, -3.060, -0.077)  0.3069
H (-7.953, -2.962, 1.676)  0.3225
H (-7.063, -0.681, -1.201)  0.2522
H (-7.788, 0.923, -1.204)  0.3848
H (-8.910, 0.021, -2.962)  0.4056
H (-10.054, -0.181, -1.752)  0.4243
H (-9.010, -1.633, -2.315)  0.2931
C (-1.071, 4.295, -1.547)  -0.6403
C (0.111, 5.151, -1.224)  -0.6108
N (1.384, 4.597, -1.721)  0.0416
C (2.349, 5.683, -1.918)  -0.7166
C (3.091, 6.127, -0.636)  -0.7279
C (1.857, 3.494, -0.877)  0.9244
C (2.984, 2.698, -1.567)  -1.1020
H (-2.023, 4.764, -1.292)  0.4650
H (-1.061, 3.329, -1.041)  -0.4388
H (-1.038, 4.153, -2.631)  0.3350
H (-0.060, 6.118, -1.708)  0.5521
H (0.052, 5.449, -0.163)  0.2364
H (3.119, 5.309, -2.598)  0.4052
H (1.835, 6.553, -2.320)  0.4896
H (3.872, 5.393, -0.418)  -0.0515
H (3.565, 7.095, -0.781)  0.4142
H (2.418, 6.044, 0.218)  0.2861
H (0.993, 2.835, -0.811)  -0.8657
H (2.124, 3.866, 0.115)  0.3193
H (3.941, 3.222, -1.660)  0.3507
H (2.773, 2.277, -2.551)  0.3218
H (3.311, 1.817, -1.005)  -0.0280
C (3.270, 1.245, 2.064)  -0.1344
C (4.712, 1.513, 1.779)  -0.6107
N (5.145, 2.680, 2.541)  0.5050
C (6.181, 3.487, 1.940)  -0.5325
C (7.533, 2.771, 1.897)  -1.0772
C (5.165, 2.600, 4.006)  -0.4594
C (4.395, 3.746, 4.630)  -1.2778
H (2.627, 2.118, 2.178)  0.3306
H (3.226, 0.716, 3.017)  0.1024
H (2.879, 0.667, 1.222)  -0.4464
H (5.230, 0.566, 2.005)  -0.0668
H (4.933, 1.714, 0.728)  0.6942
H (5.849, 3.927, 0.993)  0.0506
H (6.297, 4.440, 2.471)  0.4167
H (7.887, 2.598, 2.920)  0.2652
H (7.499, 1.825, 1.360)  0.2183
H (8.405, 3.341, 1.556)  0.4448
H (6.214, 2.545, 4.322)  0.4202
H (4.738, 1.632, 4.278)  0.1424
H (4.381, 3.612, 5.713)  0.4211
H (3.396, 3.688, 4.196)  0.2539
H (4.792, 4.727, 4.373)  0.3175
C (3.876, -2.996, 4.769)  -1.7443
C (3.360, -2.264, 3.491)  0.7745
N (3.408, -3.096, 2.310)  0.7775
C (2.598, -4.326, 2.441)  -0.7168
C (1.238, -4.140, 3.123)  -0.9918
C (4.746, -3.476, 1.819)  -0.6949
C (5.472, -2.304, 1.167)  -1.2628
H (3.398, -2.579, 5.656)  0.4777
H (4.946, -2.792, 4.793)  0.4543
H (3.629, -4.054, 4.742)  0.3080
H (2.299, -2.032, 3.640)  -0.7331
H (3.758, -1.254, 3.389)  -0.0202
H (3.221, -5.146, 2.822)  0.5047
H (2.423, -4.610, 1.396)  0.2964
H (0.674, -5.071, 3.016)  0.5243
H (0.611, -3.383, 2.657)  -0.0040
H (1.384, -4.042, 4.198)  0.2716
H (5.370, -3.935, 2.593)  0.3354
H (4.566, -4.199, 1.021)  0.5635
H (5.852, -1.570, 1.880)  0.3613
H (6.438, -2.715, 0.837)  0.4872
H (5.043, -1.857, 0.275)  0.1411
C (3.395, -0.249, -7.011)  -1.3727
C (2.077, 0.525, -7.111)  -0.3581
N (0.963, -0.321, -6.687)  0.2088
C (-0.303, 0.281, -7.111)  -0.1658
C (-0.520, 0.464, -8.579)  -1.5484
C (0.951, -0.713, -5.294)  -0.1803
C (0.144, -1.949, -4.960)  -0.9985
H (4.138, 0.214, -7.667)  0.4922
H (3.267, -1.293, -7.295)  0.2879
H (3.884, -0.216, -6.034)  0.3369
H (2.204, 1.473, -6.572)  0.1576
H (1.900, 0.670, -8.173)  0.4381
H (-1.132, -0.341, -6.753)  0.2632
H (-0.549, 1.193, -6.537)  0.2518
H (-1.557, 0.786, -8.713)  0.4252
H (0.038, 1.235, -9.120)  0.3871
H (-0.362, -0.408, -9.219)  0.3459
H (0.534, 0.139, -4.725)  -0.0856
H (1.987, -0.794, -4.963)  0.3556
H (-0.201, -1.791, -3.934)  0.1838
H (0.786, -2.830, -4.975)  0.1354
H (-0.734, -2.105, -5.583)  0.3646
C (5.846, -3.181, -6.218)  -1.0784
C (5.497, -4.583, -5.699)  -0.4582
N (5.162, -4.535, -4.257)  0.2223
C (5.481, -5.886, -3.702)  -0.4831
C (6.964, -5.972, -3.408)  -1.2227
C (3.759, -4.160, -4.038)  -0.4034
C (3.510, -3.959, -2.545)  -1.1477
H (6.516, -3.034, -7.072)  0.4525
H (6.261, -2.599, -5.397)  0.3579
H (4.992, -2.667, -6.681)  -0.0011
H (4.764, -5.172, -6.253)  0.4300
H (6.505, -4.991, -5.748)  0.2990
H (4.799, -6.131, -2.889)  0.4175
H (5.199, -6.642, -4.452)  0.2739
H (7.569, -5.777, -4.296)  0.2829
H (7.307, -5.270, -2.649)  0.2704
H (7.340, -6.980, -3.204)  0.4005
H (3.064, -4.862, -4.521)  0.2496
H (3.674, -3.201, -4.556)  0.0784
H (3.517, -4.866, -1.938)  0.3549
H (2.496, -3.556, -2.475)  0.3607
H (4.251, -3.321, -2.064)  0.3873
C (-3.330, 3.280, 3.284)  -1.6574
C (-4.184, 2.016, 3.434)  1.0616
N (-5.190, 2.263, 4.456)  0.1087
C (-5.988, 3.482, 4.374)  -0.9711
C (-6.744, 3.665, 3.055)  -0.4521
C (-6.011, 1.099, 4.829)  0.0989
C (-5.247, -0.043, 5.438)  -1.6727
H (-2.590, 3.210, 2.477)  0.3135
H (-2.728, 3.468, 4.172)  0.3826
H (-3.919, 4.131, 2.943)  0.4470
H (-4.477, 1.759, 2.406)  -0.2766
H (-3.524, 1.210, 3.755)  -0.1981
H (-6.725, 3.601, 5.171)  0.4644
H (-5.335, 4.329, 4.595)  0.4518
H (-6.203, 4.413, 2.457)  0.3169
H (-6.884, 2.770, 2.461)  -0.1443
H (-7.638, 4.282, 3.185)  0.4160
H (-6.630, 0.862, 3.952)  -0.2506
H (-6.767, 1.434, 5.543)  0.6097
H (-4.567, -0.513, 4.729)  0.3531
H (-5.920, -0.857, 5.731)  0.4435
H (-4.836, 0.248, 6.405)  0.4074

Values from the calculation:
LUMO level: 0.41 eV
Highest occupied orbital energy: -7.4 eV
Kohn-Sham gap: 7.7641 eV
Energy above the lowest of the compared OMol25 structures with the same formula, charge and spin: 0.0 kJ/mol
Structure (SMILES): CCOS(C)(=O)=O.CCOS(C)(=O)=O.CCOS(C)(=O)=O.CCN(CC)CC.CCN(CC)CC.CCN(CC)CC.CCN(CC)CC.CCN(CC)CC.CCN(CC)CC.CCN(CC)CC
Charge: 0

[2]
Molecular formula: C20H24BF4N2O2RuS2
Method: DFT, ωB97M-V with the def2-TZVPD basis set

Each line ends with the natural charge from an NBO analysis.
CARTESIAN COORDINATES (ANGSTROEM)
Ru (0.108, 0.884, -0.290)  0.8986
C (-1.563, 2.169, 0.184)  0.1072
C (-0.548, 2.977, -0.418)  -0.0146
C (0.548, 3.022, 0.505)  0.1749
C (0.313, 2.097, 1.564)  0.0311
C (-1.002, 1.556, 1.368)  0.0476
C (-1.756, 0.681, 2.308)  -0.6497
C (1.178, 1.871, 2.757)  -0.6594
C (1.743, 3.887, 0.384)  -0.6759
C (-0.655, 3.751, -1.688)  -0.6474
C (-2.968, 2.025, -0.266)  -0.6533
H (-2.327, 1.307, 2.999)  0.2518
H (-1.088, 0.048, 2.889)  0.2446
H (-2.450, 0.043, 1.768)  0.2568
H (1.335, 2.827, 3.262)  0.2469
H (2.151, 1.474, 2.488)  0.2745
H (0.700, 1.194, 3.459)  0.2394
H (1.499, 4.811, 0.921)  0.2671
H (1.965, 4.146, -0.648)  0.2592
H (2.624, 3.454, 0.850)  0.2628
H (-0.680, 4.822, -1.481)  0.2524
H (-1.559, 3.487, -2.231)  0.2429
H (0.204, 3.556, -2.331)  0.2532
H (-3.569, 2.772, 0.258)  0.2549
H (-3.355, 1.041, -0.016)  0.2559
H (-3.077, 2.187, -1.336)  0.2432
O (-0.961, -4.382, 0.410)  -0.6546
C (-2.178, -3.893, 0.080)  0.4274
C (-3.320, -4.686, 0.163)  -0.3113
C (-4.563, -4.175, -0.159)  -0.1503
C (-4.695, -2.855, -0.568)  -0.2478
C (-3.566, -2.063, -0.646)  -0.1469
C (-2.298, -2.559, -0.330)  -0.2241
C (-1.144, -1.654, -0.446)  0.5414
O (-1.407, -0.346, -0.433)  -0.6322
N (0.049, -2.070, -0.618)  -0.3245
N (0.949, -1.030, -0.709)  -0.4429
C (2.197, -1.434, -0.849)  -0.0817
S (2.549, -3.080, -0.630)  0.4569
C (4.315, -2.932, -1.057)  -0.5486
C (4.754, -1.494, -0.905)  -0.5411
S (3.551, -0.451, -1.775)  0.7985
H (-1.051, -5.299, 0.691)  0.4875
H (-3.222, -5.716, 0.485)  0.2181
H (-5.434, -4.813, -0.092)  0.2279
H (-5.664, -2.455, -0.830)  0.2262
H (-3.647, -1.039, -0.983)  0.2163
H (4.447, -3.286, -2.079)  0.2388
H (4.866, -3.588, -0.384)  0.2513
H (5.713, -1.303, -1.374)  0.2801
H (4.775, -1.192, 0.141)  0.2390
F (4.116, 2.082, -0.744)  -0.4853
B (3.257, 1.074, -0.589)  1.0652
F (1.890, 1.522, -1.110)  -0.4922
F (4.876, 0.374, -2.621)  -0.6261
F (3.072, 0.656, 0.701)  -0.5298

Values from the calculation:
LUMO level (spin up / spin down): -4.88 / -4.89 eV
Highest occupied orbital energy (spin up / spin down): -11.1 / -11.1 eV
Kohn-Sham gap (spin up / spin down): 6.1930 / 6.1906 eV
Energy above the lowest of the compared OMol25 structures with the same formula, charge and spin: 0.0 kJ/mol
Charge: +1

[3]
Molecular formula: C27H29N3O3
Method: DFT, ωB97M-V with the def2-TZVPD basis set

Each line ends with the natural charge from an NBO analysis.
CARTESIAN COORDINATES (ANGSTROEM)
C (-4.246, -1.433, 1.935)  -0.2519
O (-5.007, -1.536, 0.492)  -0.5426
C (-5.233, -0.233, 0.073)  0.2967
C (-6.516, -0.040, -0.409)  -0.0208
C (-7.444, -0.885, -0.499)  -0.6541
C (-6.683, 1.322, -1.319)  -0.1652
C (-5.749, 2.320, -1.313)  -0.2206
C (-4.424, 2.010, -0.658)  -0.1533
C (-4.239, 1.029, -0.035)  -0.1750
C (-2.882, 0.718, 0.323)  0.6892
O (-2.174, 1.228, 1.030)  -0.5929
N (-2.202, -0.419, -0.064)  -0.6332
C (-0.928, -1.006, -0.073)  0.1270
C (-0.546, -2.028, -0.674)  -0.2517
C (0.845, -2.646, -0.658)  -0.2501
C (1.679, -2.027, 0.308)  0.1537
N (3.000, -2.370, 0.339)  -0.4616
C (3.653, -2.723, -0.778)  -0.2285
C (4.985, -1.773, -1.141)  -0.2309
N (4.608, -0.737, -0.461)  -0.5186
C (4.111, 0.640, -1.210)  0.7311
O (3.896, 0.385, -2.279)  -0.5176
C (3.732, 1.654, -0.322)  -0.1807
C (4.691, 2.473, 0.281)  -0.2016
C (4.342, 3.486, 0.909)  -0.2058
C (3.104, 4.030, 1.049)  -0.1626
C (2.077, 3.206, 0.278)  -0.1720
C (2.361, 2.124, -0.431)  0.0041
C (1.371, 1.741, -1.223)  -0.6628
C (4.494, -0.826, 1.006)  -0.2509
C (4.068, -2.121, 1.307)  -0.2541
C (1.344, -0.899, 1.052)  -0.2913
C (-0.080, -0.476, 1.153)  -0.1004
H (-4.728, -2.057, 2.534)  0.1856
H (-3.983, -0.358, 2.267)  0.2152
H (-3.271, -1.944, 1.663)  0.2070
H (-8.271, -0.632, -0.625)  0.2026
H (-7.553, -1.385, 0.420)  0.2395
H (-7.105, -1.857, -1.007)  0.2272
H (-7.705, 1.486, -1.598)  0.1989
H (-5.928, 3.184, -1.753)  0.2023
H (-3.644, 2.902, -0.457)  0.2292
H (-2.677, -1.101, -0.633)  0.3683
H (-1.082, -2.485, -1.444)  0.2079
H (1.295, -3.220, -1.472)  0.2370
H (4.081, -3.636, -1.177)  0.1887
H (3.061, -2.613, -1.846)  0.1895
H (4.928, -1.513, -2.138)  0.2295
H (5.848, -2.155, -0.752)  0.1566
H (5.593, 1.937, 0.360)  0.2286
H (5.004, 4.100, 1.829)  0.1919
H (2.901, 4.801, 1.748)  0.2195
H (0.971, 3.838, 0.390)  0.2134
H (1.388, 1.953, -2.443)  0.2552
H (1.479, 0.485, -1.070)  0.2313
H (0.328, 1.774, -0.821)  0.2484
H (3.845, 0.194, 1.319)  0.2343
H (5.583, -0.532, 1.297)  0.1779
H (4.776, -2.928, 1.437)  0.2269
H (3.525, -2.166, 2.316)  0.2202
H (1.758, -0.500, 2.039)  0.2353
H (-0.425, 0.238, 1.628)  0.1814

Values from the calculation:
LUMO level: 0.23 eV
Highest occupied orbital energy: -6.9 eV
Kohn-Sham gap: 7.1686 eV
Energy above the lowest of the compared OMol25 structures with the same formula, charge and spin: 2207.0 kJ/mol
Structure (SMILES): COc1c(C)cccc1C(=O)Nc1ccc(N2CCN(C(=O)c3ccccc3C)CC2)cc1
Charge: 0